Here is an isolated molecule of C4H6S2 at a distorted geometry from the Open Molecules 2025 dataset. Energies are from ωB97M-V/def2-TZVPD.

Atoms and positions in Å:
1 C 0.0458 1.3613 -0.3812
2 C 0.0470 0.0894 0.4312
3 C -1.0572 -0.9733 0.1230
4 S 0.1757 -2.2890 -0.2247
5 C 1.2221 -0.9281 0.0675
6 S 2.7990 -0.7056 -0.0087
7 H 0.8385 2.0230 -0.1119
8 H -0.9171 1.9353 -0.2457
9 H 0.1598 1.1275 -1.4616
10 H 0.0686 0.2698 1.5321
11 H -1.7247 -0.7224 -0.7184
12 H -1.6574 -1.1879 0.9984

Output
**Maximum force**: 0.03444 Eh/bohr
**Molecular weight**: 118.23 g mol⁻¹
**E**: -952.3594 a.u.
**Relative energy (zero: lowest compared OMol25 entry of this formula, charge and spin)**: 6.3 kcal/mol
**Kohn-Sham gap**: 8.65 eV
**E_HOMO**: -8.59 eV
**Total charge**: 0
**SMILES**: C[C@H]1CSC1=S
**2S+1**: 1

How is the electron density shared among the atoms? According to Löwdin, the charges in e are: -0.0907, -0.4584, -0.4034, 0.8992, -1.1621, 0.6674, 0.0600, 0.0986, 0.0958, 0.1442, 0.0843, 0.0652